(1)
The following is a quantum chemistry calculation of C20H23ClN2Os as an isolated structure at a distorted geometry, from OMol25.

ORCA input file:
```
! wB97M-V def2-TZVPD RIJCOSX def2/J DEFGRID3
* xyz 2 5
C -5.5941 -0.7784 -0.5043
C -5.8956 -0.4385 0.8915
C -5.8057 0.2310 -1.5490
C -5.4802 -2.1906 -0.8877
Cl -2.1027 -0.2326 -0.2277
H -6.8683 0.2881 -1.8546
H -5.2372 0.0150 -2.4694
H -5.5303 1.2472 -1.2201
H -6.9774 -0.5253 1.1100
H -5.6172 0.5984 1.1463
H -5.3879 -1.1040 1.6099
H -6.4732 -2.6519 -1.0515
H -4.9859 -2.8026 -0.1143
H -4.9221 -2.3318 -1.8288
C 1.7841 1.8349 1.1330
C 1.3505 2.3753 -0.1110
C -0.0705 2.5411 -0.0196
H 1.9862 2.6816 -0.9187
C -0.4907 2.1030 1.2766
C 0.6595 1.6596 1.9935
H 0.6893 1.3108 3.0115
H 2.8160 1.6561 1.4041
H -0.7032 3.0040 -0.7663
H -1.5000 2.1198 1.6506
C 1.8560 -1.6357 -0.8309
C 2.3800 -0.4157 -1.3717
C 1.4353 0.0949 -2.2872
H 3.3430 0.0359 -1.1474
C 0.3330 -0.8175 -2.2925
C 0.6047 -1.8942 -1.3866
H -0.0143 -2.7460 -1.1956
H 2.3688 -2.3190 -0.1291
H 1.5497 0.9706 -2.8865
H -0.5388 -0.7375 -2.9234
Os 0.4449 0.2245 -0.0996
N 5.6111 2.2430 3.5353
C 5.2457 1.4296 2.8562
C 4.7864 0.3807 1.9625
C 5.6396 0.1527 0.9060
C 5.3445 -0.9529 0.0571
C 3.9970 -1.4286 0.2776
N 3.0754 -0.6918 1.0018
C 3.4647 -0.1127 2.0973
H 6.5590 0.6258 0.5966
H 5.9367 -1.2305 -0.7595
H 4.0522 -2.0858 -0.6161
H 2.8819 0.3003 2.9318
*
```

The value obtained for the HOMO energy (alpha / beta) is -0.4864 / -0.5501 Ha. The value obtained for the relative energy (zero: lowest compared OMol25 entry of this formula, charge and spin) is 5.488 eV. The LUMO energy (alpha / beta) is -0.28732 / -0.30171 Eh. As for the largest force on an atom: 5.87 eV Å⁻¹. The value obtained for the HOMO-LUMO gap (alpha / beta) is 0.19905 / 0.24834 Ha.

(2)
The following is a quantum chemistry calculation of C14H33AuN2O4Si3 as an isolated structure, from OMol25.

ORCA input file:
```
! wB97M-V def2-TZVPD RIJCOSX def2/J DEFGRID3
* xyz 0 3
Au -0.4774 -0.1357 1.2063
N -0.4803 -2.3438 1.8244
C -1.6785 -2.4673 2.6636
C -1.7136 -1.3215 3.6735
O -2.1017 -1.5090 4.8097
N -1.2809 -0.1245 3.1591
C -1.0722 0.8928 4.0296
C 0.9701 1.0602 4.3929
O 0.9936 1.6918 5.3960
O 1.5080 0.4602 3.5187
H -0.4525 -2.9926 1.0473
H 0.3633 -2.4641 2.3767
H -1.7182 -3.4061 3.2153
H -2.5570 -2.3997 2.0192
H -1.4297 0.7692 5.0447
H -1.0885 1.8934 3.6174
C -0.4240 3.4701 1.1973
O -0.4477 2.2064 0.5518
Si 0.3873 1.8191 -0.8712
C 2.1159 2.5377 -0.6902
C -0.4209 2.7832 -2.2699
C 0.1897 -0.0330 -0.8398
Si -1.3230 -0.5928 -1.8215
C -1.7922 -2.4157 -1.5880
C -1.1154 -0.4066 -3.6917
C -2.8679 0.3855 -1.3125
Si 1.7978 -0.9827 -1.0375
C 3.1099 -0.4594 0.2175
C 1.6207 -2.8524 -0.7787
C 2.5135 -0.7699 -2.7753
H -0.9285 4.2189 0.5814
H 0.6000 3.7954 1.3944
H -0.9549 3.3934 2.1436
H 2.0530 3.6274 -0.7526
H 2.7915 2.2112 -1.4821
H 2.5694 2.2799 0.2678
H -0.3464 3.8522 -2.0513
H -1.4722 2.5480 -2.4197
H 0.1043 2.6136 -3.2128
H -1.1058 -3.0913 -2.0982
H -2.7758 -2.5585 -2.0437
H -1.8849 -2.7384 -0.5494
H -0.2411 -0.9441 -4.0636
H -1.0219 0.6350 -4.0003
H -1.9916 -0.8214 -4.1972
H -2.8464 0.7151 -0.2720
H -3.7515 -0.2451 -1.4395
H -3.0200 1.2705 -1.9309
H 2.6883 -0.1412 1.1729
H 3.7427 0.3472 -0.1544
H 3.7610 -1.3146 0.4173
H 1.4266 -3.1205 0.2626
H 2.5886 -3.2958 -1.0304
H 0.8731 -3.3335 -1.4072
H 2.6751 0.2791 -3.0320
H 1.8608 -1.1965 -3.5396
H 3.4780 -1.2784 -2.8479
*
```

The value obtained for the HOMO energy (alpha / beta) is -0.2734 / -0.3410 Ha. The value obtained for the relative energy (zero: lowest compared OMol25 entry of this formula, charge and spin) is 0.000 eV. The LUMO energy (alpha / beta) is 0.01665 / -0.05483 Eh. As for the largest force on an atom: 0.86 eV Å⁻¹. The value obtained for the HOMO-LUMO gap (alpha / beta) is 0.29001 / 0.28613 Ha.

(3)
The following is a quantum chemistry calculation of a 2-piece molecular cluster, C3H10N2O2 overall at a distorted geometry, from OMol25.

ORCA input file:
```
! wB97M-V def2-TZVPD RIJCOSX def2/J DEFGRID3
* xyz 0 1
C 1.0624 -0.2343 -1.9207
N 0.6518 -0.6506 -0.5974
C 0.2638 0.0566 0.4996
N 0.1016 1.4198 0.3165
O -0.2255 -0.4936 1.4685
C 1.1374 -1.4191 -2.8508
H 2.0142 0.3049 -1.8917
H 0.3622 0.5044 -2.2968
H 0.6888 -1.6337 -0.3645
H -0.3082 1.7753 1.1656
H 0.6728 2.1110 -0.1344
H 1.8241 -2.1838 -2.4892
H 1.4238 -1.0585 -3.8386
H 0.1537 -1.8804 -2.9583
H -3.1143 0.2908 3.3226
H -1.7900 0.7256 2.9169
O -2.7059 1.0586 2.9011
*
```

The value obtained for the HOMO energy is -0.3528 Ha. The value obtained for the relative energy (zero: lowest compared OMol25 entry of this formula, charge and spin) is 0.428 eV. The LUMO energy is 0.02937 Eh. As for the largest force on an atom: 2.38 eV Å⁻¹. The value obtained for the HOMO-LUMO gap is 0.38212 Ha.